5
Properties=species:S:1:pos:R:3:lowdin_charge:R:1 method="wB97M-V/def2-TZVPD" max_force_ev_per_a=1.66 e_tot_ev=-17564.5164 smiles=N#[N+][O-].Cl lumo_energy_ev=0.697 homo_energy_ev=-11.84 homo_lumo_gap_ha=0.461
N -0.760 -1.292 -1.479 0.23
N -0.861 -1.357 -0.379 -0.32
O -0.806 -1.338 0.785 0.09
Cl 1.081 2.309 1.099 0.23
H 1.346 1.678 -0.026 -0.22